Computed, not measured: a molecular structure, C5H4NO2, with ωB97M-V/def2-TZVPD.

Last column: Löwdin charge in e.
Cartesian coordinates (Å):
C (-2.3203, 1.4667, -0.0422)  -0.183
C (-1.2455, 0.5819, 0.0105)  -0.176
C (-2.3067, -0.4375, 0.0654)  -0.456
C (0.1417, 0.7226, -0.0197)  -0.489
C (0.9759, -0.5779, 0.1055)  -0.045
N (-3.3217, 0.6741, 0.1048)  0.066
O (0.7983, 1.8084, -0.0875)  -0.107
O (-2.3906, -1.6179, -0.0231)  0.071
H (-2.3588, 2.5565, -0.2578)  0.121
H (1.6254, -0.3384, 0.9891)  0.073
H (1.6715, -0.7566, -0.6492)  0.023
H (0.3183, -1.5372, 0.3300)  0.103

As for the charge: -1. The LUMO energy is 4.1740 eV. For the HOMO-LUMO gap, the calculation gives 7.439 eV. As for the total energy: -10834.3541 eV. The HOMO energy comes out at -3.26 eV. For the strongest force on any atom, the calculation gives 3.69 eV/A. The calculation puts the energy above the lowest of the compared OMol25 structures with the same formula, charge and spin at 29.3 kcal per mole.

Computed, not measured: 2 unconnected molecules or ions with the total composition C6H11NO, with ωB97M-V/def2-TZVPD.

Last column: Löwdin charge in e.
Cartesian coordinates (Å):
C (-1.0530, 0.9978, -1.7842)  0.038
C (-1.5029, 0.5039, -0.6050)  -0.309
N (-2.1398, 1.3894, 0.3360)  -0.018
C (-1.5007, 2.2874, 0.9231)  -0.050
H (-0.9347, 0.3731, -2.6540)  0.056
H (-0.7333, 2.0250, -1.8673)  0.066
H (-1.9638, -0.4786, -0.5939)  0.113
H (-2.0287, 2.9305, 1.6212)  0.064
H (-0.2729, 2.0318, 0.9949)  0.105
C (1.9611, -2.0150, 0.5141)  -0.092
C (1.0305, -1.0921, -0.2753)  -0.226
C (0.2656, -0.1953, 0.6632)  -0.294
O (0.7478, 0.9046, 1.0412)  -0.054
H (2.7041, -1.4346, 1.0629)  0.081
H (2.4773, -2.6967, -0.1599)  0.074
H (1.4007, -2.6204, 1.2270)  0.075
H (0.3207, -1.6916, -0.8504)  0.108
H (1.5977, -0.4710, -0.9694)  0.118
H (-0.3756, -0.7483, 1.3759)  0.143

The LUMO energy is -0.0277 eV. For the HOMO-LUMO gap, the calculation gives 8.439 eV. As for the total energy: -9934.3077 eV. The HOMO energy comes out at -8.47 eV. For the strongest force on any atom, the calculation gives 3.73 eV/A. The calculation puts the energy above the lowest of the compared OMol25 structures with the same formula, charge and spin at 95.6 kcal per mole.

What did the second record say?
Computed, not measured: 2 unconnected molecules or ions with the total composition C6H11NO, with ωB97M-V/def2-TZVPD.

Last column: Löwdin charge in e.
Cartesian coordinates (Å):
C (-1.0530, 0.9978, -1.7842)  0.038
C (-1.5029, 0.5039, -0.6050)  -0.309
N (-2.1398, 1.3894, 0.3360)  -0.018
C (-1.5007, 2.2874, 0.9231)  -0.050
H (-0.9347, 0.3731, -2.6540)  0.056
H (-0.7333, 2.0250, -1.8673)  0.066
H (-1.9638, -0.4786, -0.5939)  0.113
H (-2.0287, 2.9305, 1.6212)  0.064
H (-0.2729, 2.0318, 0.9949)  0.105
C (1.9611, -2.0150, 0.5141)  -0.092
C (1.0305, -1.0921, -0.2753)  -0.226
C (0.2656, -0.1953, 0.6632)  -0.294
O (0.7478, 0.9046, 1.0412)  -0.054
H (2.7041, -1.4346, 1.0629)  0.081
H (2.4773, -2.6967, -0.1599)  0.074
H (1.4007, -2.6204, 1.2270)  0.075
H (0.3207, -1.6916, -0.8504)  0.108
H (1.5977, -0.4710, -0.9694)  0.118
H (-0.3756, -0.7483, 1.3759)  0.143

The LUMO energy is -0.0277 eV. For the HOMO-LUMO gap, the calculation gives 8.439 eV. As for the total energy: -9934.3077 eV. The HOMO energy comes out at -8.47 eV. For the strongest force on any atom, the calculation gives 3.73 eV/A. The calculation puts the energy above the lowest of the compared OMol25 structures with the same formula, charge and spin at 95.6 kcal per mole.

Q: Look up the HOMO energy of the second one.
A: -8.47 eV